[1]
A molecular structure, C5H8N at a distorted geometry, computed with ωB97M-V with the def2-TZVPD basis set.

## Properties
Total energy, Ha: -249.59393
2S+1: 1
Net charge: +1
Highest occupied orbital energy, eV: -14.07
Energy relative to the best compared isomer or geometry (same formula, charge and spin), kcal/mol: 145.1
LUMO level, eV: -4.53

Positions of all 14 atoms, in Å:
C 0.28749 0.34142 -0.55162
C -0.72382 0.49568 0.36729
C 1.59246 0.82354 -0.05481
C 1.11256 -0.12309 0.91658
C -2.08965 -0.09512 0.18310
N 2.29287 -0.51102 0.10894
H 0.07704 -0.27528 -1.46868
H -0.51359 1.22964 1.18702
H 2.01875 1.75325 0.12254
H -2.61254 0.23936 -0.76226
H -2.87781 0.13570 0.96214
H -2.00491 -1.24402 0.13731
H 2.30852 -1.18046 -0.76374
H 3.19029 -0.67257 0.49892

[2]
A gas-phase ion, C5H8N (charge +1) at a distorted geometry, computed with ωB97M-V with the def2-TZVPD basis set.

## Properties
SMILES: C=C=C=C[NH2+]C
Total energy, Ha: -249.65487
2S+1: 1
Net charge: +1
Highest occupied orbital energy, eV: -13.56
Energy relative to the best compared isomer or geometry (same formula, charge and spin), kcal/mol: 106.8
LUMO level, eV: -4.33

Positions of all 14 atoms, in Å:
C -2.74969 0.44988 -2.70775
C -1.70530 0.05886 -2.01210
C -0.69902 0.11437 -1.25271
C 0.21042 -0.49294 -0.52301
N 0.42185 -0.24499 0.89325
C 1.59994 0.59407 1.18059
H -3.86024 0.86212 -2.40342
H -2.72647 0.00563 -3.81236
H 0.92613 -1.12368 -0.90717
H -0.23019 0.33490 1.29749
H 0.43349 -1.19124 1.45861
H 1.68934 1.47200 0.42786
H 1.70061 1.02189 2.20136
H 2.48580 -0.05253 0.97117

[3]
A gas-phase ion, C5H8N (charge +1) at a distorted geometry, computed with ωB97M-V with the def2-TZVPD basis set.

## Properties
Total energy, Ha: -249.71117
2S+1: 1
Net charge: +1
Highest occupied orbital energy, eV: -15.10
Energy relative to the best compared isomer or geometry (same formula, charge and spin), kcal/mol: 71.5
LUMO level, eV: -6.60

Positions of all 14 atoms, in Å:
C -2.13979 0.18194 -0.56304
C -0.75623 0.51321 -1.04708
C -0.89191 -0.58605 0.99037
C 0.07325 -0.10710 0.02252
C 1.60056 -0.31384 -0.02175
N -2.18332 -0.28208 0.57660
H -3.15304 0.46771 -0.93169
H -0.56235 -0.07394 -1.95464
H -0.61083 1.61556 -1.18170
H -0.76948 -1.67727 0.97566
H -0.58414 -0.34947 2.07410
H 1.75416 -0.70161 -1.05387
H 2.07500 -0.74272 0.80846
H 2.04296 0.79510 -0.10705

[4]
A gas-phase ion, C5H8N (charge +1) at a distorted geometry, computed with ωB97M-V with the def2-TZVPD basis set.

## Properties
SMILES: C=C(C)[N+]1=CC1
Total energy, Ha: -249.60494
2S+1: 1
Net charge: +1
Highest occupied orbital energy (spin up / spin down), eV: -13.88 / -13.43
Energy relative to the best compared isomer or geometry (same formula, charge and spin), kcal/mol: 138.2
LUMO level (spin up / spin down), eV: -5.87 / -5.70

Positions of all 14 atoms, in Å:
C -1.22202 -1.45926 -1.09475
C -0.39784 -0.14995 -0.51216
C -0.89645 1.15309 -0.13974
N 0.84846 -0.33375 0.08575
C 1.98872 -0.90878 0.27811
C 1.55371 0.11657 1.22954
H -0.61873 -2.32349 -1.35420
H -2.24968 -1.40591 -1.44816
H -0.21138 1.69343 0.54893
H -1.97870 1.17104 0.28132
H -0.95690 1.78640 -1.11786
H 2.60287 -1.72124 -0.15867
H 1.25495 -0.10180 2.21893
H 2.15876 1.15520 1.21394

[5]
A gas-phase ion, C5H8N (charge +1) at a distorted geometry, computed with ωB97M-V with the def2-TZVPD basis set.

## Properties
Total energy, Ha: -249.44562
2S+1: 3
Net charge: +1
Highest occupied orbital energy (spin up / spin down), eV: -10.52 / -14.67
Energy relative to the best compared isomer or geometry (same formula, charge and spin), kcal/mol: 157.2
LUMO level (spin up / spin down), eV: -3.97 / -7.19

Positions of all 14 atoms, in Å:
C -0.45507 0.32058 -0.52324
C -0.62923 -0.28094 -1.69940
C -0.03165 0.75911 0.70475
C -0.09393 1.07349 2.44320
C -0.19209 -1.64131 -2.15166
N 1.02589 1.28168 1.61275
H -1.36088 0.11862 -2.30119
H -1.07801 1.38351 2.48533
H -0.08517 0.06331 2.76997
H -0.68820 -2.31923 -1.42186
H 0.90417 -1.79512 -2.05038
H -0.38556 -1.98517 -3.19457
H 1.80448 0.75991 1.51799
H 1.26523 2.26156 1.80832

[6]
C5H8N2 in the gas phase, computed with ωB97M-V with the def2-TZVPD basis set.

## Properties
Total energy, Ha: -304.71977
2S+1: 1
Net charge: 0
Highest occupied orbital energy, eV: -7.64
Energy relative to the best compared isomer or geometry (same formula, charge and spin), kcal/mol: 72.6
LUMO level, eV: 0.28

Positions of all 15 atoms, in Å:
C -1.68750 -0.25450 -0.53383
N -0.55787 -0.10658 0.35425
C -0.46081 -0.50495 1.60816
N 0.63468 -0.12143 2.27047
C 1.40331 0.64428 1.43986
C 1.54227 0.09623 -1.01351
C 0.65661 0.68035 0.10298
H -1.37292 -0.68536 -1.49009
H -2.43243 -0.90990 -0.07608
H -2.15420 0.71779 -0.72507
H -1.25158 -1.10940 2.05298
H 2.47182 -0.28890 -0.58397
H 1.04089 -0.72460 -1.53578
H 1.80856 0.85261 -1.75542
H 0.35918 1.71437 -0.11494

[7]
C5H8N2 in the gas phase at a distorted geometry, computed with ωB97M-V with the def2-TZVPD basis set.

## Properties
SMILES: Cc1cnn(C)c1
Total energy, Ha: -304.72773
2S+1: 1
Net charge: 0
Highest occupied orbital energy, eV: -8.75
Energy relative to the best compared isomer or geometry (same formula, charge and spin), kcal/mol: 67.6
LUMO level, eV: 0.98

Positions of all 15 atoms, in Å:
C -1.49080 -0.07146 -1.87973
C -0.55808 -0.34085 -0.74785
C -0.72773 -1.25005 0.33304
N 0.21573 -1.12601 1.24273
N 0.98757 -0.13572 0.78136
C 1.64454 0.83548 1.86523
C 0.59932 0.31882 -0.43773
H -1.66156 -0.96392 -2.48553
H -1.10498 0.72282 -2.52640
H -2.45949 0.26292 -1.48828
H -1.52599 -1.96035 0.50079
H 2.38813 0.15241 1.40564
H 1.14636 0.61717 2.82004
H 1.36942 1.87072 1.58702
H 1.17757 1.06802 -0.97034

[8]
C5H8N2 in the gas phase, computed with ωB97M-V with the def2-TZVPD basis set.

## Properties
SMILES: NN=C=CC1CC1
Total energy, Ha: -304.71884
2S+1: 1
Net charge: 0
Highest occupied orbital energy, eV: -8.55
Energy relative to the best compared isomer or geometry (same formula, charge and spin), kcal/mol: 73.2
LUMO level, eV: 1.05

Positions of all 15 atoms, in Å:
N -2.80219 1.78079 1.06229
N -1.73170 1.21618 1.76238
C -0.70667 0.92129 1.14188
C 0.39872 0.56996 0.52937
C 0.60840 -0.77824 -0.07207
C 1.98767 -1.21355 -0.48458
C 0.97294 -0.86632 -1.53372
H -3.63907 1.61121 1.60555
H -2.90284 1.36221 0.13938
H 1.18147 1.31835 0.40037
H -0.05385 -1.55256 0.30912
H 2.80678 -0.51825 -0.31694
H 2.25434 -2.25815 -0.35177
H 0.53401 -1.66616 -2.12350
H 1.09201 0.07324 -2.06776

[9]
C5H8N2 in the gas phase at a distorted geometry, computed with ωB97M-V with the def2-TZVPD basis set.

## Properties
SMILES: C[C@H]1[C@@H](C#N)N1C
Total energy, Ha: -304.77518
2S+1: 1
Net charge: 0
Highest occupied orbital energy, eV: -10.00
Energy relative to the best compared isomer or geometry (same formula, charge and spin), kcal/mol: 37.8
LUMO level, eV: 0.91

Positions of all 15 atoms, in Å:
C 0.68415 -0.02848 -1.82759
C -0.23170 0.10748 -0.64386
C -0.45508 -0.91006 0.43508
C 0.30496 -2.14142 0.57343
N 0.91189 -3.11242 0.74103
N 0.31859 0.29941 0.67078
C -0.30678 1.34383 1.45904
H 1.50041 -0.72475 -1.61983
H 0.12963 -0.37619 -2.70521
H 1.11519 0.95159 -2.06176
H -1.13282 0.70722 -0.81604
H -1.47305 -0.98198 0.82162
H -1.29377 1.61875 1.04719
H 0.34163 2.22455 1.42721
H -0.41325 1.02248 2.49891

[10]
C5H8N2 in the gas phase, computed with ωB97M-V with the def2-TZVPD basis set.

## Properties
SMILES: Cc1c[nH]c(N)c1
Total energy, Ha: -304.83096
2S+1: 1
Net charge: 0
Highest occupied orbital energy, eV: -7.59
Energy relative to the best compared isomer or geometry (same formula, charge and spin), kcal/mol: 2.8
LUMO level, eV: 1.03

Positions of all 15 atoms, in Å:
C -2.39972 -0.18650 0.00623
C -0.92268 0.07056 0.08331
C -0.34180 1.25250 -0.29217
N 1.02247 1.10104 -0.24893
C 1.32742 -0.17001 0.14889
N 2.68925 -0.53469 0.23963
C 0.14669 -0.83682 0.38004
H -2.62945 -0.91963 -0.77763
H -2.83753 -0.55568 0.94065
H -2.91230 0.74402 -0.26055
H -0.79821 2.18335 -0.59370
H 1.71083 1.80769 -0.44853
H 2.80265 -1.37628 0.79019
H 3.08101 -0.71468 -0.68001
H 0.06136 -1.86487 0.71258

[11]
C5H8N2 in the gas phase at a distorted geometry, computed with ωB97M-V with the def2-TZVPD basis set.

## Properties
SMILES: C/N=C/C1=N[C@@H]1C
Total energy, Ha: -304.70991
2S+1: 1
Net charge: 0
Highest occupied orbital energy, eV: -9.07
Energy relative to the best compared isomer or geometry (same formula, charge and spin), kcal/mol: 78.8
LUMO level, eV: 0.50

Positions of all 15 atoms, in Å:
C -2.40574 -0.24639 1.41950
N -1.21991 -0.30341 0.61733
C -1.25307 -0.22177 -0.64271
C 0.11371 -0.03758 -1.18898
N 0.79543 -0.09715 -2.23135
C 1.34386 0.61717 -0.73365
C 2.61482 -0.02004 -0.21371
H -3.27322 0.20650 0.91921
H -2.13572 0.35379 2.29305
H -2.66077 -1.24958 1.77257
H -2.18237 -0.16844 -1.24498
H 1.39652 1.70954 -0.50133
H 2.63582 -1.05834 -0.53055
H 3.51027 0.48312 -0.61552
H 2.72037 0.03258 0.88112

[12]
C5H8N2 in the gas phase at a distorted geometry, computed with ωB97M-V with the def2-TZVPD basis set.

## Properties
SMILES: C[C@H]1CN1CC#N
Total energy, Ha: -304.70929
2S+1: 1
Net charge: 0
Highest occupied orbital energy, eV: -9.50
Energy relative to the best compared isomer or geometry (same formula, charge and spin), kcal/mol: 79.2
LUMO level, eV: 0.07

Positions of all 15 atoms, in Å:
C -1.89739 -0.87512 0.32413
C -0.69154 -0.18871 -0.26833
C -0.45284 1.26212 -0.09625
N 0.30135 0.29183 0.68606
C 1.70603 0.22208 0.37862
C 2.13375 -1.07516 -0.28853
N 2.53473 -0.88197 -1.36349
H -2.19075 -0.37975 1.25502
H -1.67933 -1.92451 0.54852
H -2.74383 -0.83977 -0.37076
H -0.31649 -0.62109 -1.19969
H 0.07259 1.78140 -0.90211
H -1.13288 1.88118 0.48107
H 2.00655 0.92444 -0.41491
H 2.35005 0.42302 1.23066

Repeat the sixth record exactly.
C5H8N2 in the gas phase, computed with ωB97M-V with the def2-TZVPD basis set.

## Properties
Total energy, Ha: -304.71977
2S+1: 1
Net charge: 0
Highest occupied orbital energy, eV: -7.64
Energy relative to the best compared isomer or geometry (same formula, charge and spin), kcal/mol: 72.6
LUMO level, eV: 0.28

Positions of all 15 atoms, in Å:
C -1.68750 -0.25450 -0.53383
N -0.55787 -0.10658 0.35425
C -0.46081 -0.50495 1.60816
N 0.63468 -0.12143 2.27047
C 1.40331 0.64428 1.43986
C 1.54227 0.09623 -1.01351
C 0.65661 0.68035 0.10298
H -1.37292 -0.68536 -1.49009
H -2.43243 -0.90990 -0.07608
H -2.15420 0.71779 -0.72507
H -1.25158 -1.10940 2.05298
H 2.47182 -0.28890 -0.58397
H 1.04089 -0.72460 -1.53578
H 1.80856 0.85261 -1.75542
H 0.35918 1.71437 -0.11494

> Number 11 is which compound?

C5H8N2